Below is the molecule C16H25FN2O3S in a non-equilibrium geometry, with properties calculated with the ωB97M-V functional and the def2-TZVPD basis.

```
48
Properties=species:S:1:pos:R:3
C 2.07835 -0.75563 -0.81783
C 2.09807 -2.41561 -0.78599
N 2.13338 -2.63903 0.83379
C 3.27080 -2.73970 1.81777
C 4.07541 -3.86381 1.45358
S 0.88172 -3.32299 1.47017
O -0.07197 -4.19449 0.37095
O 0.94178 -4.12119 2.66845
C -0.33262 -1.89114 1.78549
C -0.35335 -1.48715 3.04588
C -1.04655 -0.21183 3.48858
C -1.67844 0.33260 2.19397
F -2.28458 1.53066 2.74535
C -1.83885 -0.27324 1.16186
C -2.67499 0.50884 -0.05119
O -2.76323 -0.16810 -0.90846
N -2.80654 1.69872 -0.02306
C -3.43525 2.53512 -0.95900
C -2.70824 3.37201 -1.71746
C -1.37963 2.90902 -2.32433
C 0.05366 2.70931 -1.39146
C -0.81541 3.83005 -3.54724
C -1.15857 -1.34774 1.03444
H 2.83663 -0.23544 -0.45442
H 1.93050 -0.57412 -1.91907
H 1.12381 -0.37651 -0.50242
H 3.04768 -2.69094 -1.07964
H 1.27555 -2.70459 -1.15978
H 3.85025 -1.99436 1.38334
H 2.90916 -2.46177 2.55914
H 4.40632 -4.15982 0.65050
H 4.97333 -4.08819 2.07806
H 3.45658 -4.85340 1.71116
H 0.40346 -1.89400 3.94331
H -0.89426 0.24781 4.28929
H -2.40959 2.33694 1.00619
H -3.60066 1.81852 -1.66123
H -4.14773 3.18522 -0.54760
H -2.18786 4.30762 -0.98785
H -2.93610 4.09722 -2.60817
H -1.65095 1.84681 -2.91581
H 0.28456 3.72435 -1.02660
H -0.44845 1.99711 -0.58841
H 0.73447 2.16981 -2.04992
H -0.43784 4.76004 -3.31543
H 0.14309 3.34393 -4.10691
H -1.70612 3.94828 -4.15519
H -1.14080 -1.74521 -0.08681
```

Properties
Energy relative to the best compared isomer or geometry (same formula, charge and spin) in kJ/mol: 1899.5
Net charge: 0
Frontier orbital gap in eV: 9.6670
SMILES string: CCN(CC)S(=O)(=O)c1ccc(F)c(C(=O)NCCC(C)C)c1
E_LUMO in eV: 0.5

Here are the Löwdin charges for atoms 1 to 6, given in e: -0.0223 0.0115 -0.2517 -0.1964 -0.0649 0.7920

Below is C26H21CrF5N7S4Sb as an isolated structure in a non-equilibrium geometry, with properties calculated with the ωB97M-V functional and the def2-TZVPD basis.

```
65
Properties=species:S:1:pos:R:3
Cr -0.89749 -0.22311 -0.53164
C -2.05239 2.46429 -0.21014
N -1.34599 1.52469 0.65436
C -1.99689 1.09699 1.88276
C -1.47519 -0.26611 2.20506
N -0.82969 -0.99991 1.32266
C -0.50789 -2.18071 1.95666
C 0.19421 -3.29531 1.51106
C 0.31251 -4.35471 2.39036
C -0.22009 -4.31161 3.67856
C -0.89269 -3.20171 4.14556
C -1.02219 -2.13891 3.27006
N -1.60079 -0.89821 3.40336
C -1.64149 2.20739 -1.63224
N -1.26049 1.01349 -2.02894
C -1.04369 1.08549 -3.38134
C -0.65869 0.09849 -4.28074
C -0.52779 0.47529 -5.60274
C -0.76399 1.78699 -6.01914
C -1.15819 2.77279 -5.13374
C -1.30049 2.40619 -3.80494
N -1.67419 3.09559 -2.67134
H -1.87909 3.51299 0.06936
H -3.12859 2.24759 -0.14154
H -0.43069 1.88339 0.91246
H -3.08009 1.03229 1.72016
H -1.81429 1.78799 2.72206
H 0.59981 -3.32761 0.50916
H 0.83321 -5.24751 2.07826
H -0.12309 -5.17421 4.32176
H -1.31629 -3.16991 5.13766
H -2.12719 -0.57011 4.19406
H -0.48019 -0.91221 -3.94354
H -0.24379 -0.25621 -6.34244
H -0.64759 2.03719 -7.06414
H -1.36369 3.77819 -5.46624
H -1.91399 4.07229 -2.62264
S -4.29669 -3.02431 -3.11354
Sb -3.14149 -2.64441 -1.18734
S -3.34079 -0.37111 -0.48714
S -0.77709 -2.27301 -1.58574
S -3.53669 -3.93191 0.66436
F 1.86371 -1.43641 -1.89784
C 1.87361 -0.08921 -1.97354
C 1.08591 0.62499 -1.06534
C 1.36821 1.99269 -1.13704
F 0.77781 2.86349 -0.25134
C 2.21161 2.61069 -2.04814
F 2.36431 3.95639 -2.03154
C 2.87211 1.84359 -2.99174
F 3.67161 2.41569 -3.91694
C 2.71021 0.46519 -2.93534
F 3.36581 -0.31091 -3.82304
C 3.09491 -0.26471 5.12386
N 2.56071 -0.16321 3.79666
C 2.86411 -0.97081 2.73516
C 2.15471 -0.49211 1.67426
N 1.41911 0.58689 2.06216
C 1.68291 0.75269 3.32956
H 4.17821 -0.38351 5.07316
H 2.67141 -1.12431 5.64936
H 2.86001 0.64239 5.67976
H 3.52931 -1.80281 2.83036
H 2.11371 -0.84921 0.66646
H 1.27791 1.52569 3.95266
```

Properties
Spin multiplicity: 2
Net charge: -1
Frontier orbital gap (spin up / spin down) in eV: 5.6976 / 5.6923
Expectation value of S²: 0.77
E_LUMO (spin up / spin down) in eV: 1.8 / 1.8

Here are the Löwdin charges for atoms 1 to 6, given in e: 0.1767 -0.1368 -0.1445 -0.1549 -0.3019 0.0211

What did we get for energy? Answer: -1457.25359, -4763.61560 Ha, in the order shown.